A cluster of 2 separate species, C24H39Cl3I2N3O4 in total in a non-equilibrium geometry, computed with the ωB97M-V functional and the def2-TZVPD basis.

XYZ file:
```
75
Properties=species:S:1:pos:R:3:forces:R:3:mulliken_charge:R:1
C -4.459981 -5.044152 -5.096508 0.5 0.2 1.1 -0.606
C -4.170315 -5.283045 -3.713539 -0.6 0.7 -1.0 -0.206
C -2.781758 -5.777407 -3.111935 1.5 -2.7 -0.4 0.596
O -2.532413 -7.008263 -3.213380 -1.3 5.2 0.2 -0.457
O -1.778681 -4.961515 -2.514063 -2.0 -0.6 0.2 -0.332
C -2.282743 -4.207428 -1.384134 -1.0 1.4 0.6 -0.154
C -2.500650 -5.061721 -0.047008 0.0 -0.6 -0.1 -0.481
C -1.174811 -5.330050 0.811028 0.9 0.4 -0.3 -0.824
C -0.387789 -3.996373 1.259922 0.1 0.2 -0.6 -0.392
C -1.241015 -3.005489 2.185552 0.0 0.6 -0.2 -0.432
C -0.363376 -1.846537 2.894340 0.2 0.2 -0.3 -0.682
C 0.211496 -0.880738 1.755433 0.3 -0.4 -1.1 0.691
N 1.641187 -0.366802 1.896641 -0.2 1.4 -3.0 -0.336
C 1.662305 0.626003 0.787496 0.6 -2.2 3.8 -0.463
N 2.570857 0.600371 -0.174220 -1.7 1.7 0.8 0.156
C 2.466169 1.620410 -1.270139 0.4 0.5 -1.5 0.071
C 3.872689 2.141407 -1.843203 -1.0 0.1 -0.5 -0.587
C 3.556191 3.557305 -2.590444 -0.2 -0.6 0.4 -0.313
C 2.964565 3.371939 -4.065083 0.5 1.0 -0.5 -0.623
O 1.701577 2.665766 -4.127700 0.1 1.2 0.7 -0.358
C 0.567381 3.551893 -4.007649 -1.6 0.2 0.0 -0.563
N 0.491364 1.489072 1.014016 0.8 -0.6 0.9 0.966
C 0.604596 2.549288 2.034882 -0.3 3.7 -1.9 -0.583
I 1.181834 2.208522 4.125084 -0.4 -0.1 -1.4 0.078
C 0.285651 3.896598 1.653771 0.7 -2.3 1.8 0.254
C 0.309595 5.146794 2.646193 -0.2 0.6 -1.4 -1.104
I -0.333205 4.359415 -0.410390 0.5 -0.3 1.7 0.091
C -0.570450 0.464518 1.351182 -1.6 -1.4 -1.5 -0.867
C -1.874771 0.926944 2.146784 -0.4 2.3 -2.0 -0.768
C -2.669451 2.035589 1.097009 -2.8 0.7 2.7 0.176
C -4.252075 2.380223 1.546168 4.2 3.2 -0.5 -0.694
O -3.003382 3.377781 1.702519 0.5 -3.5 -2.5 -0.396
H -5.175033 -5.719632 -5.693743 -0.1 2.0 1.6 0.250
H -4.051422 -4.136187 -5.677263 0.8 -2.4 0.5 0.230
H -5.041064 -5.145262 -2.972648 1.2 -2.1 -1.1 0.323
H -3.312373 -3.743399 -1.645866 1.6 -0.7 0.2 0.216
H -1.575268 -3.305374 -1.254407 -1.0 -1.6 -0.1 -0.023
H -3.348340 -4.576538 0.568764 1.4 -0.6 -0.9 0.346
H -2.889969 -6.097648 -0.383821 0.5 1.6 0.6 0.362
H -0.450053 -5.917205 0.126962 -1.1 0.8 1.1 0.318
H -1.338552 -5.961340 1.747008 -0.2 0.8 -1.4 0.356
H 0.621665 -4.251222 1.766022 -1.7 0.2 -0.6 0.298
H -0.094424 -3.461837 0.274502 -0.4 -0.7 1.6 0.104
H -2.016137 -2.444959 1.531322 1.1 -1.0 1.0 0.132
H -1.834654 -3.578224 2.977038 0.9 0.7 -1.0 0.411
H -1.008517 -1.232553 3.608169 0.8 -0.8 -1.0 0.276
H 0.506000 -2.263074 3.525771 -1.3 0.5 -1.1 0.382
H 0.293218 -1.413187 0.729404 -0.7 0.1 1.9 0.195
H 2.356522 -1.110728 1.808380 -0.6 0.6 0.0 0.401
H 3.329907 -0.098305 -0.209125 -0.8 0.4 0.3 0.346
H 1.894799 1.104340 -2.133418 0.8 1.1 1.4 0.247
H 1.897558 2.527006 -0.879632 0.6 -1.5 -0.4 -0.361
H 4.223219 1.391896 -2.641667 -0.2 1.1 1.3 0.345
H 4.644439 2.255879 -1.004707 -1.1 -0.1 -1.2 0.305
H 2.771266 4.149050 -1.980784 1.3 -0.9 -0.8 0.105
H 4.518061 4.169204 -2.587561 -1.3 -0.7 -0.3 0.382
H 3.682374 2.841230 -4.785578 -0.9 0.6 1.3 0.342
H 2.786090 4.422113 -4.489966 0.5 -1.4 0.5 0.379
H -0.266128 3.070460 -3.363614 1.5 0.5 -0.9 0.151
H 0.803601 4.556899 -3.512375 0.0 -1.4 -0.7 0.297
H 0.069608 3.745167 -5.034342 1.1 -0.2 1.5 0.243
H 0.579714 6.063662 1.994456 -0.5 -1.5 1.1 0.329
H -0.748041 5.365260 3.056335 1.7 -0.6 -0.5 0.268
H 1.103459 5.095225 3.460292 -1.3 -0.3 -1.1 0.429
H -0.977642 0.214061 0.296766 0.4 0.3 1.7 0.163
H -2.661637 0.113333 2.264990 1.5 0.7 -0.1 0.428
H -1.682719 1.500001 3.111650 -0.3 -0.9 -1.2 0.286
H -2.432112 1.959690 -0.076146 -0.6 0.4 2.8 0.281
H -4.478882 2.531947 2.653332 -0.6 -1.6 -1.8 0.324
H -4.874408 2.872738 0.711046 0.6 -1.3 1.6 0.302
C 5.203309 2.126116 4.191080 0.2 0.1 0.3 0.181
Cl 5.297607 0.692796 5.222878 -0.1 0.2 -0.1 -0.108
Cl 6.671521 3.099224 4.340881 -0.2 -0.1 -0.1 -0.112
Cl 4.935277 1.660559 2.503322 -0.1 0.0 -0.1 -0.084
H 4.357572 2.728499 4.517664 0.1 -0.1 -0.1 0.102
```
Positions in Å, forces in eV/Å.

Output
energy: -3378.373458 Eh
HOMO energy: -10.22 eV
net charge: +1
2S+1: 1
HOMO-LUMO gap: 6.72 eV